Entry from the OMol25 dataset: a cluster of 9 separate species, C64H60F8NO8PS in total at a distorted geometry (ωB97M-V/def2-TZVPD).

Charge: 0
HOMO-LUMO gap: 8.179 eV
HOMO: -8.62 eV
E_tot: -127069.430 eV
Structure (SMILES): CC(=O)OCC[C@]1([PH2]=N)OS(=O)(=O)O[C@@]1(CC=O)CC(=O)c1ccccc1.Fc1ccccc1.Fc1ccccc1.Fc1ccccc1.Fc1ccccc1.Fc1ccccc1.Fc1ccccc1.Fc1ccccc1.Fc1ccccc1

```
143
Properties=species:S:1:pos:R:3:forces:R:3
C 3.2893 -1.4481 -0.0046 -1.4 -0.2 1.0
C 1.9221 -2.0169 -0.5577 2.4 -0.2 0.0
O 1.9671 -2.7262 -1.5262 -1.2 0.5 0.5
O 0.7659 -1.6845 0.1472 0.7 0.7 -0.5
C -0.1540 -0.8934 -0.6416 -0.6 -0.6 -1.9
C -1.6161 -1.4555 -0.4909 -0.4 -0.2 0.1
C -2.5556 -0.6565 0.4936 0.2 -0.1 -0.1
P -2.4802 -1.6563 2.1082 -0.5 1.1 2.2
N -3.3698 -1.0273 3.2567 0.8 -0.6 -0.5
O -3.9771 -0.7582 0.1449 -0.8 0.9 0.1
S -4.8899 0.4693 0.7920 -1.9 1.8 0.4
O -5.5807 1.3419 -0.1470 2.0 -1.4 -0.3
O -5.8527 0.0117 1.7677 2.4 -0.4 -0.4
O -3.5958 1.3645 1.3345 -1.1 -1.9 -0.7
C -2.3718 0.8961 0.6957 1.4 0.3 1.1
C -2.1604 1.8440 -0.5481 -0.1 0.4 -0.3
C -3.0025 1.4761 -1.8203 -0.4 0.2 -0.5
O -2.7909 0.5434 -2.5621 0.4 0.5 0.8
C -1.2615 1.0947 1.8297 0.7 0.7 -0.3
C -0.6359 2.5395 1.8281 -0.2 -0.2 0.4
O -1.1998 3.3640 2.5246 1.2 -0.3 -1.3
C 0.6188 2.9358 1.0062 1.2 0.7 -1.1
C 0.6094 4.2750 0.3892 2.2 -1.2 -0.5
C 1.7715 4.6949 -0.4111 -0.2 -2.1 0.9
C 2.9128 3.7814 -0.6036 -1.4 -0.6 1.0
C 2.9438 2.4404 0.0082 -2.4 2.3 0.2
C 1.7795 2.0539 0.8192 0.1 1.0 -0.8
H 3.1747 -1.4035 1.1169 0.3 0.4 -1.1
H 4.1455 -2.1214 -0.2283 -1.0 0.6 -0.2
H 3.4431 -0.4293 -0.4474 -0.1 -0.9 0.5
H 0.1325 -1.0527 -1.7236 -0.4 0.2 1.1
H -0.0400 0.2022 -0.4543 0.0 -1.0 0.2
H -1.5071 -2.4938 -0.0500 0.0 1.0 -0.5
H -2.1198 -1.6246 -1.4846 0.6 0.6 1.0
H -1.1001 -1.7207 2.5180 -0.4 -0.3 -0.9
H -2.9207 -2.9708 1.7771 0.7 0.9 -0.7
H -2.8071 -0.7560 4.0654 -0.4 0.0 -0.2
H -1.0740 1.9922 -0.8230 -1.1 -0.6 0.1
H -2.5110 2.8679 -0.2211 0.3 -1.1 -0.2
H -3.8779 2.1493 -2.0856 0.8 -0.3 0.6
H -0.4173 0.3586 1.7461 -0.9 0.5 -0.1
H -1.7894 0.9813 2.8146 0.6 0.0 -1.0
H -0.2564 4.9722 0.5135 0.9 -0.9 0.0
H 1.7761 5.7030 -0.8993 0.0 -1.2 0.5
H 3.7693 4.1211 -1.2392 -0.9 -0.4 0.7
H 3.8178 1.7704 -0.1575 -0.9 0.6 0.3
H 1.7887 1.0410 1.3035 -0.1 1.1 -0.5
F 1.0395 6.4755 -3.3470 0.0 0.1 0.1
C 0.6912 5.5436 -4.2538 -0.2 -0.5 -0.5
C -0.5692 4.9764 -4.1935 -0.2 0.1 0.2
C -0.9302 4.0177 -5.1319 0.3 0.1 0.0
C -0.0240 3.6298 -6.1126 0.0 -0.1 0.0
C 1.2409 4.2041 -6.1587 -0.2 0.0 0.2
C 1.5999 5.1709 -5.2275 0.2 0.1 0.0
H -1.2590 5.2852 -3.4171 0.0 0.0 0.0
H -1.9176 3.5726 -5.0983 0.0 0.0 0.0
H -0.3046 2.8795 -6.8405 0.2 0.2 0.3
H 1.9483 3.8986 -6.9205 0.0 0.0 0.0
H 2.5782 5.6350 -5.2538 0.0 0.0 0.0
F -1.1757 2.2433 -8.4641 -0.2 -0.1 -0.3
C -2.2182 2.9963 -8.8703 -0.6 0.4 -0.3
C -3.3205 3.1273 -8.0461 0.1 -0.1 0.3
C -4.3915 3.9071 -8.4629 0.1 0.0 -0.2
C -4.3505 4.5363 -9.7019 -0.1 0.0 0.0
C -3.2376 4.3914 -10.5219 -0.1 -0.1 0.2
C -2.1614 3.6208 -10.1018 0.3 0.0 -0.2
H -3.3371 2.6223 -7.0878 0.0 0.0 0.0
H -5.2577 4.0235 -7.8228 0.1 0.0 0.0
H -5.1887 5.1411 -10.0280 0.1 0.0 0.0
H -3.2082 4.8787 -11.4890 0.0 0.0 0.1
H -1.2820 3.5031 -10.7230 0.0 -0.1 0.0
F 0.5079 1.0378 -10.9007 0.0 0.1 -0.1
C 0.7327 -0.1588 -10.3277 0.1 -0.6 0.3
C 0.3136 -0.3775 -9.0277 -0.1 0.2 0.2
C 0.5419 -1.6147 -8.4387 0.1 -0.1 -0.3
C 1.1951 -2.6136 -9.1524 0.0 -0.1 0.1
C 1.6151 -2.3786 -10.4562 -0.1 0.1 0.2
C 1.3781 -1.1455 -11.0506 0.1 0.1 -0.2
H -0.1856 0.4145 -8.4853 0.1 -0.2 -0.1
H 0.2113 -1.8000 -7.4237 0.0 0.1 -0.1
H 1.3764 -3.5771 -8.6901 0.0 0.1 0.0
H 2.1275 -3.1559 -11.0103 0.0 0.1 0.0
H 1.6905 -0.9474 -12.0685 0.0 0.0 0.0
F -3.5462 6.2370 7.2409 0.0 0.1 0.1
C -3.8774 5.3078 6.3236 -0.1 -0.4 -0.4
C -5.1298 4.7229 6.3739 -0.1 0.1 0.2
C -5.4733 3.7676 5.4248 0.2 0.0 -0.1
C -4.5570 3.4020 4.4446 -0.1 0.0 0.0
C -3.2985 3.9942 4.4076 -0.2 0.0 0.0
C -2.9588 4.9576 5.3504 0.1 0.1 0.1
H -5.8270 5.0147 7.1500 0.0 0.0 0.0
H -6.4543 3.3079 5.4500 0.0 0.0 0.0
H -4.8248 2.6526 3.7077 0.0 0.0 0.1
H -2.5801 3.7038 3.6438 -0.6 0.2 0.5
H -1.9868 5.4363 5.3333 0.0 0.0 0.0
F -4.0174 -4.2730 2.4385 -0.1 -0.5 0.2
C -5.3221 -4.6176 2.3750 -0.9 -0.2 0.0
C -6.2554 -3.6615 2.0197 0.2 0.3 -0.1
C -7.5960 -4.0159 1.9494 0.1 -0.3 0.1
C -7.9866 -5.3175 2.2453 -0.1 0.0 0.0
C -7.0373 -6.2663 2.6060 0.0 0.2 -0.1
C -5.6946 -5.9162 2.6663 0.3 -0.2 0.1
H -5.9326 -2.6499 1.8014 0.0 0.0 0.1
H -8.3360 -3.2778 1.6650 0.1 0.0 0.0
H -9.0340 -5.5916 2.1943 0.1 0.0 0.0
H -7.3427 -7.2790 2.8405 0.1 0.0 0.0
H -4.9393 -6.6438 2.9370 0.0 0.0 0.0
F 6.1683 -2.5385 0.4122 0.1 0.1 0.0
C 6.2880 -3.7918 0.8948 0.1 -0.7 0.2
C 5.4618 -4.7874 0.4054 -0.2 0.1 -0.2
C 5.5887 -6.0793 0.8997 0.2 0.1 0.2
C 6.5316 -6.3567 1.8830 0.0 -0.1 0.0
C 7.3518 -5.3455 2.3691 -0.2 0.0 -0.1
C 7.2337 -4.0553 1.8684 0.1 0.2 0.1
H 4.7272 -4.5504 -0.3554 0.0 0.0 0.0
H 4.9526 -6.8692 0.5188 0.0 0.1 0.0
H 6.6268 -7.3643 2.2709 0.0 0.1 0.0
H 8.0829 -5.5623 3.1379 0.0 0.0 -0.1
H 7.8700 -3.2563 2.2287 0.0 0.0 0.0
F 9.7283 -7.2306 3.9697 -0.1 -0.1 -0.1
C 10.5595 -6.4815 4.7169 0.4 0.3 0.4
C 11.6383 -5.8606 4.1138 0.0 0.0 -0.3
C 12.4931 -5.0832 4.8847 -0.2 -0.1 0.2
C 12.2649 -4.9450 6.2492 0.1 0.1 0.0
C 11.1798 -5.5786 6.8430 0.1 0.0 -0.2
C 10.3177 -6.3476 6.0719 -0.2 -0.1 0.1
H 11.8042 -5.9867 3.0510 0.0 0.0 0.0
H 13.3371 -4.5858 4.4221 -0.1 -0.1 0.0
H 12.9353 -4.3417 6.8503 0.0 0.0 0.0
H 11.0050 -5.4737 7.9070 0.0 0.0 -0.1
H 9.4621 -6.8415 6.5156 0.0 0.0 0.0
F -2.5982 0.6955 5.7984 0.1 0.0 -0.1
C -2.6645 1.1785 7.0520 -0.1 0.3 0.6
C -1.6767 2.0356 7.5010 0.2 0.1 -0.2
C -1.7492 2.5385 8.7936 -0.2 -0.2 0.0
C -2.8020 2.1699 9.6235 0.0 0.0 0.1
C -3.7853 1.3036 9.1604 0.2 0.1 -0.1
C -3.7201 0.8086 7.8645 -0.2 -0.2 -0.1
H -0.8603 2.3051 6.8421 -0.1 0.0 0.0
H -0.9854 3.2170 9.1540 0.0 0.0 -0.1
H -2.8552 2.5597 10.6335 0.0 0.0 -0.1
H -4.6034 1.0138 9.8089 0.0 0.0 -0.1
H -4.4818 0.1398 7.4829 0.0 0.0 0.0
```
Positions in Å, forces in eV/Å.